1.
{"formula": "H8O4", "method": "the ωB97M-V functional and the def2-TZVPD basis", "elements": ["O", "O", "O", "O", "H", "H", "H", "H", "H", "H", "H", "H"], "coordinates": [[0.09, -1.46, -1.21], [-0.19, 1.31, 1.35], [-1.68, 0.59, -0.91], [1.76, -0.42, 0.70], [-0.74, 1.09, 0.56], [-1.45, 0.93, -1.78], [-1.37, -0.34, -0.91], [0.68, -1.01, -0.57], [2.50, 0.01, 0.24], [-0.19, -2.29, -0.80], [1.39, 0.31, 1.23], [-0.79, 1.26, 2.10]], "mulliken_charge": [-0.76, -0.72, -0.73, -0.72, 0.42, 0.32, 0.39, 0.45, 0.33, 0.33, 0.38, 0.31]}

***

2.
{"formula": "C5H12F3N2O2PS", "method": "the ωB97M-V functional and the def2-TZVPD basis", "elements": ["S", "P", "F", "F", "F", "O", "O", "N", "N", "C", "C", "C", "C", "C", "H", "H", "H", "H", "H", "H", "H", "H", "H", "H", "H", "H"], "coordinates": [[-1.83, 1.32, -0.07], [-0.03, -0.55, -0.38], [4.21, -0.80, 0.17], [3.19, 0.63, -0.95], [4.38, 1.30, 0.71], [1.35, -0.73, 0.48], [-2.03, 2.58, -0.73], [-0.43, 1.12, 0.53], [-1.90, -0.02, -0.99], [-0.71, -2.09, 0.22], [2.12, 0.15, 1.12], [0.55, -0.37, -2.01], [3.48, 0.34, 0.33], [-3.16, 1.18, 1.28], [1.41, 0.39, -2.06], [1.00, -1.32, -2.29], [-2.75, -0.31, -1.52], [1.72, 1.15, 1.20], [-0.79, -2.10, 1.28], [-3.03, 0.46, 2.12], [-3.28, 2.22, 1.75], [-1.61, -2.37, -0.26], [0.06, -2.73, -0.03], [2.36, -0.16, 2.16], [-0.21, -0.22, -2.70], [-4.07, 0.95, 0.64]], "mulliken_charge": [0.81, 1.43, -0.28, -0.28, -0.27, -0.47, -0.66, -0.66, -0.53, -1.28, -0.60, -1.18, 0.79, -0.84, 0.26, 0.40, 0.16, 0.35, 0.36, 0.29, 0.29, 0.38, 0.46, 0.31, 0.45, 0.29]}

***

Summary of energy relative to the best compared isomer or geometry (same formula, charge and spin) in kcal/mol
5.3, 9.8
(order as listed above)
Summary of gap between HOMO and LUMO in eV
12.19, 9.63
(order as listed above)
Summary of electronic energy in eV
-8320.4451, -40729.2672
(order as listed above)